Entry from the OMol25 dataset: an isolated molecule of C3H3N in a non-equilibrium geometry (ωB97M-V/def2-TZVPD).

Total charge: 0
Frontier orbital gap (alpha / beta) (eV): 7.260 / 8.438
E_LUMO (alpha / beta) (eV): -1.20 / -0.51
Energy above the lowest of the compared OMol25 structures with the same formula, charge and spin (kJ/mol): 557.96
SMILES string: C#CN=C

XYZ file:
```
7
Properties=species:S:1:pos:R:3:forces:R:3:mulliken_charge:R:1
C -1.354185 1.305508 1.590249 2.350 -3.733 -4.361 -0.44
C -0.741072 0.214150 0.446282 -4.056 5.042 6.096 0.13
C 0.804896 -0.547095 -1.236407 3.154 -3.972 0.212 -0.35
N 0.025213 -0.270782 -0.287813 0.266 -0.347 -0.563 0.01
H -1.391494 0.589517 2.418770 -0.244 -0.269 0.364 0.16
H 1.187805 0.239433 -1.799900 0.274 1.119 -1.314 0.29
H 1.468838 -1.530732 -1.131181 -1.744 2.162 -0.434 0.20
```
Forces are in eV/Å.